Formula: C10H8N2O5SeSn
Source: OMol25
Level of theory: ωB97M-V/def2-TZVPD

Output
HOMO level (spin up / spin down) = -13.65 / -13.75 eV
Strongest force on any atom = 5.926 eV Å⁻¹
Kohn-Sham gap (spin up / spin down) = 5.17 / 5.33 eV
Charge = +2

Last column: Mulliken charge in e.
Positions of all 27 atoms, in Å:
O1 0.400 2.271 -1.994  -0.210
C1 0.403 1.113 -1.992  -0.163
Sn1 0.388 -0.979 -1.803  1.986
O2 0.401 -1.004 -5.270  -0.060
C2 0.401 -1.005 -4.129  0.221
C3 0.399 -3.121 -1.996  -0.049
O3 0.400 -4.271 -1.996  -0.142
C4 -1.710 -0.999 -1.988  -0.067
O4 -2.867 -1.001 -2.001  -0.158
C5 2.514 -1.004 -1.992  0.058
O5 3.666 -1.007 -1.997  -0.105
C6 2.198 1.269 1.524  -0.889
N1 0.713 1.150 1.675  0.206
C7 -0.100 2.101 2.332  -0.517
C8 -1.359 1.619 2.321  -0.474
N2 -1.319 0.372 1.659  0.214
C9 -2.498 -0.531 1.489  -0.920
C10 -0.042 0.086 1.250  0.071
Se1 0.642 -1.678 0.662  -0.111
H1 2.601 0.410 0.996  0.268
H2 2.661 1.331 2.503  0.368
H3 2.427 2.168 0.962  0.365
H4 0.321 2.978 2.732  0.536
H5 -2.262 1.987 2.711  0.537
H6 -2.898 -0.797 2.463  0.347
H7 -3.263 -0.017 0.917  0.370
H8 -2.218 -1.440 0.964  0.317

Cartesian forces (eV/Å) of the 6 atoms listed first:
O 0.046 -0.846 0.723
C -0.122 1.429 -1.491
Sn -0.327 0.516 2.118
O -0.025 0.139 3.157
C 0.017 -0.223 -3.891
C 0.287 -3.175 -0.726

Formula: C10H8N3S
Source: OMol25
Level of theory: ωB97M-V/def2-TZVPD

Output
HOMO level = -13.33 eV
Strongest force on any atom = 4.607 eV Å⁻¹
Energy relative to the best compared isomer or geometry (same formula, charge and spin) = 1.4226 eV
Kohn-Sham gap = 7.52 eV
Charge = +1

Last column: Mulliken charge in e.
Positions of all 22 atoms, in Å:
C1 1.541 2.210 0.003  0.581
C2 3.515 -1.912 0.089  -0.046
C3 1.699 -0.575 0.063  0.256
C4 0.428 -0.213 -0.060  -0.298
C5 2.874 0.397 0.126  0.536
C6 -2.646 0.866 0.504  -0.447
C7 -1.783 -0.190 1.216  -0.899
C8 -1.733 -0.738 -1.306  -0.804
C9 -1.943 0.605 -0.841  -0.076
C10 -0.914 -0.324 -0.026  0.982
N1 2.708 1.657 0.104  -0.558
N2 2.258 -1.828 0.108  -0.547
N3 0.432 2.470 -0.214  -0.448
S1 4.434 -0.346 0.087  -0.068
H1 4.138 -2.772 0.089  0.493
H2 -3.783 0.529 0.466  0.303
H3 -2.619 1.959 0.662  0.334
H4 -1.320 0.288 2.033  0.375
H5 -2.069 -1.244 1.522  0.303
H6 -2.470 -1.383 -1.049  0.302
H7 -1.168 -0.851 -2.120  0.431
H8 -1.579 1.396 -1.454  0.295

Cartesian forces (eV/Å) of the 6 atoms listed first:
C -1.061 -0.992 -0.382
C 0.397 2.209 0.067
C 1.869 1.677 0.149
C -0.064 -1.726 -0.075
C -1.375 1.207 -0.407
C -3.904 -1.478 -1.949